Density functional theory data (ωB97M-V/def2-TZVPD) for a molecular structure, C27H39N9O2W.

Last column: Mulliken charge in e.
Element x y z (Å)
W: -1.00 -0.19 0.54  0.65
O: -1.42 -1.31 -0.97  0.39
C: -2.04 -2.47 -1.24  0.55
C: -2.11 -2.91 -2.56  -0.98
C: -2.76 -4.10 -2.83  -0.68
C: -3.34 -4.87 -1.81  -0.86
C: -3.26 -4.44 -0.52  -0.97
C: -2.61 -3.22 -0.22  0.68
C: -2.51 -2.81 1.15  0.10
N: -1.94 -1.75 1.61  0.16
C: -1.90 -1.62 3.10  -0.90
C: -0.70 -0.77 3.45  -0.63
N: -0.83 0.41 2.57  -0.11
C: -1.16 1.52 3.13  -0.01
C: -1.70 2.67 2.46  0.34
C: -1.85 3.89 3.14  -0.80
C: -2.49 4.95 2.55  -0.83
C: -3.03 4.78 1.27  -0.61
C: -2.92 3.59 0.58  -0.62
C: -2.24 2.54 1.18  0.62
O: -2.10 1.38 0.50  -0.46
H: -1.67 -2.31 -3.35  0.49
H: -2.82 -4.44 -3.85  0.47
H: -3.84 -5.80 -2.05  0.44
H: -3.70 -5.01 0.29  0.44
H: -2.94 -3.49 1.89  0.45
H: -1.86 -2.60 3.57  0.67
H: -2.81 -1.11 3.42  0.25
H: 0.22 -1.30 3.23  0.08
H: -0.72 -0.49 4.50  0.68
H: -1.09 1.57 4.21  0.48
H: -1.45 3.98 4.15  0.46
H: -2.60 5.89 3.07  0.44
H: -3.56 5.61 0.81  0.44
H: -3.35 3.46 -0.40  0.55
C: 4.18 -0.04 0.39  -1.38
N: 2.88 -0.32 1.02  0.44
C: 2.41 0.66 2.00  -0.95
C: 2.14 -1.38 0.66  -0.02
N: 0.81 -1.39 0.69  -0.40
N: 2.79 -2.47 0.18  0.10
C: 2.10 -3.45 -0.64  -1.02
C: 4.08 -2.90 0.73  -1.21
H: 4.18 0.99 0.03  0.45
H: 4.33 -0.70 -0.46  0.42
H: 5.01 -0.16 1.09  0.43
H: 3.15 1.45 2.07  0.38
H: 2.31 0.21 2.99  0.29
H: 1.47 1.11 1.72  0.24
H: 0.48 -2.34 0.57  0.26
H: 1.57 -4.20 -0.04  0.37
H: 2.83 -3.97 -1.25  0.41
H: 1.39 -2.96 -1.31  0.20
H: 4.37 -2.26 1.56  0.39
H: 4.85 -2.89 -0.03  0.38
H: 3.98 -3.92 1.11  0.42
C: 1.12 0.31 -1.86  -0.30
N: 0.04 1.08 -1.13  1.27
C: 0.69 2.34 -0.62  -0.75
N: 1.28 3.12 -1.68  0.09
C: 2.29 2.30 -2.36  -0.61
N: 1.71 1.08 -2.93  0.16
C: 0.67 1.47 -3.89  -0.69
N: -0.37 2.27 -3.24  0.14
C: -0.97 1.50 -2.17  -0.61
C: 0.24 3.47 -2.66  -0.71
H: 0.67 -0.60 -2.25  -0.03
H: 1.89 0.07 -1.14  -0.07
H: 1.46 2.05 0.10  0.19
H: -0.08 2.92 -0.11  0.18
H: 3.07 2.03 -1.65  0.12
H: 2.75 2.89 -3.16  0.37
H: 0.22 0.57 -4.31  0.36
H: 1.12 2.04 -4.69  0.37
H: -1.44 0.60 -2.57  0.14
H: -1.72 2.10 -1.67  0.06
H: -0.53 4.07 -2.17  0.37
H: 0.69 4.06 -3.45  0.36

Computed properties:
LUMO (spin up / spin down) = -6.0 / -6.4 eV
total charge = +2
spin multiplicity = 3
HOMO (spin up / spin down) = -12.89 / -13.86 eV